# 1
Here is a molecular structure, C19H17N3O2SV from the Open Molecules 2025 dataset. Energies are from the ωB97M-V functional and the def2-TZVPD basis.

Each line ends with the Mulliken charge.
Positions of all 43 atoms, in Å:
V: -0.335 -0.460 -1.751  0.82
C: 0.812 2.733 -4.181  -1.39
C: 0.838 1.815 -3.005  0.88
O: 0.008 0.785 -3.111  -0.79
C: 1.672 2.016 -1.937  -1.03
C: 1.880 1.153 -0.805  1.11
C: 2.907 1.523 0.226  -1.38
N: 1.185 0.054 -0.685  0.33
N: 1.533 -0.834 0.371  -0.73
C: 0.836 -1.915 0.235  0.78
O: -0.060 -2.128 -0.715  -1.04
C: 1.038 -3.012 1.223  0.44
C: 0.251 -4.154 1.159  -0.34
C: 0.433 -5.181 2.077  -0.68
C: 1.405 -5.070 3.060  -0.37
C: 2.196 -3.928 3.123  -0.62
C: 2.014 -2.903 2.210  -0.31
H: -0.165 3.213 -4.275  0.30
H: 1.578 3.503 -4.101  0.35
H: 0.972 2.157 -5.094  0.33
H: 2.298 2.897 -1.977  0.22
H: 3.236 2.551 0.080  0.40
H: 2.502 1.405 1.230  0.34
H: 3.779 0.868 0.167  0.28
H: -0.496 -4.232 0.380  0.35
H: -0.183 -6.070 2.020  0.39
H: 1.551 -5.872 3.774  0.38
H: 2.959 -3.836 3.885  0.38
H: 2.621 -2.009 2.250  0.45
S: -4.056 -0.391 0.851  -0.24
C: -2.815 -0.938 -0.194  -0.07
N: -2.011 -0.033 -0.673  -0.04
C: -2.366 1.237 -0.172  -0.51
C: -1.693 2.422 -0.459  0.30
C: -2.151 3.583 0.124  -0.80
C: -3.265 3.574 0.978  -0.45
C: -3.929 2.402 1.269  -0.50
C: -3.461 1.224 0.681  0.61
H: -2.674 -1.988 -0.405  0.43
H: -0.822 2.427 -1.104  0.23
H: -1.637 4.513 -0.079  0.41
H: -3.603 4.502 1.420  0.38
H: -4.784 2.397 1.932  0.39

Properties
- 2S+1 = 2
- <S²> = 0.774
- LUMO (alpha / beta) (eV) = 0.273 / 0.206

---

# 2
Here is 2 unconnected molecules or ions with the total composition C7H8N2O2 from the Open Molecules 2025 dataset. Energies are from the ωB97M-V functional and the def2-TZVPD basis.

Each line ends with the Mulliken charge.
Positions of all 19 atoms, in Å:
C: -1.895 -0.553 -0.373  0.19
C: -0.609 -1.015 0.196  -0.56
C: 0.446 -0.041 0.706  0.72
C: 1.828 -0.509 0.983  -0.75
C: 2.660 -0.332 -0.456  0.68
C: 0.124 1.304 0.512  -0.62
C: -1.034 1.633 -0.339  -0.05
H: -3.567 -0.920 -1.249  0.29
H: -3.058 -2.028 0.709  0.35
H: -0.452 -2.124 0.071  0.35
H: 1.890 -1.493 1.373  0.39
H: 2.025 0.596 1.566  0.28
H: 1.532 1.330 -0.700  0.44
H: 0.524 2.295 1.132  0.22
H: -1.344 2.728 -0.462  0.34
N: -2.868 -1.434 -0.772  -0.63
N: -2.139 0.844 -0.716  -0.57
O: 2.394 0.777 -1.265  -0.52
O: 3.544 -1.058 -0.913  -0.56

Properties
- LUMO (eV) = -1.329

---

# 3
Here is 2 unconnected molecules or ions with the total composition C4H13NO2 from the Open Molecules 2025 dataset. Energies are from the ωB97M-V functional and the def2-TZVPD basis.

Each line ends with the Mulliken charge.
Positions of all 20 atoms, in Å:
C: 1.946 0.675 -1.115  -1.13
N: 1.227 0.434 0.105  0.14
C: 1.990 0.553 1.324  -1.10
C: 0.225 -0.606 0.032  -0.50
C: -0.853 -0.390 1.108  -0.40
O: -1.901 -1.345 0.943  -0.52
H: 2.653 1.485 -0.918  0.41
H: 2.511 -0.175 -1.458  0.38
H: 1.280 0.991 -1.910  0.31
H: 3.042 0.312 1.185  0.41
H: 1.639 -0.152 2.072  0.38
H: 1.897 1.537 1.773  0.25
H: 0.585 -1.640 -0.036  0.25
H: -0.343 -0.413 -0.886  0.28
H: -1.230 0.619 0.995  0.33
H: -0.443 -0.568 2.095  0.25
H: -2.666 -0.919 0.560  0.26
H: -4.017 -0.126 -2.706  0.31
H: -4.071 -0.292 -1.240  0.31
O: -3.470 0.020 -1.922  -0.60

Properties
- SMILES string = CN(C)CCO.O
- LUMO (eV) = 0.529

---

# 4
Here is a molecular structure, C10H25AsF6N5O5Tl from the Open Molecules 2025 dataset. Energies are from the ωB97M-V functional and the def2-TZVPD basis.

Each line ends with the Mulliken charge.
Positions of all 53 atoms, in Å:
Tl: -14.605 -20.626 -4.670  1.00
As: -16.401 -24.971 -9.753  2.00
F: -17.605 -23.856 -10.456  -0.44
F: -17.777 -25.734 -8.855  -0.45
F: -15.053 -25.985 -9.075  -0.47
F: -15.216 -24.045 -10.763  -0.44
F: -16.115 -23.836 -8.407  -0.50
F: -16.666 -26.199 -11.015  -0.45
O: -19.460 -19.859 -6.195  -0.53
C: -20.662 -19.905 -6.523  0.74
N: -21.362 -18.789 -6.400  -0.35
C: -21.459 -21.100 -6.859  -0.83
H: -22.351 -18.843 -6.596  0.21
H: -20.912 -17.939 -6.092  0.23
H: -20.997 -21.637 -7.687  0.29
H: -22.512 -20.875 -7.030  0.32
H: -21.454 -21.694 -5.945  0.27
O: -18.147 -18.480 -1.209  -0.51
C: -18.895 -18.141 -0.319  0.61
N: -19.791 -18.997 0.139  -0.36
C: -18.901 -16.754 0.310  -0.82
H: -19.757 -19.927 -0.254  0.24
H: -20.697 -18.627 0.390  0.25
H: -18.978 -15.926 -0.394  0.29
H: -18.047 -16.740 0.987  0.26
H: -19.764 -16.760 0.976  0.32
O: -15.009 -18.960 -9.738  -0.49
C: -15.252 -18.689 -10.942  0.73
N: -16.347 -19.081 -11.499  -0.31
C: -14.277 -17.881 -11.846  -0.85
H: -16.727 -18.694 -12.351  0.24
H: -16.823 -19.722 -10.881  0.25
H: -14.719 -17.560 -12.789  0.33
H: -13.376 -18.481 -11.980  0.28
H: -13.918 -17.057 -11.229  0.27
O: -12.512 -25.458 -3.916  -0.46
C: -11.840 -26.405 -3.587  0.79
N: -12.292 -27.272 -2.688  -0.36
C: -10.472 -26.549 -4.125  -0.98
H: -11.609 -27.923 -2.328  0.22
H: -13.253 -27.225 -2.381  0.24
H: -9.700 -26.002 -3.585  0.30
H: -10.482 -26.249 -5.173  0.29
H: -10.044 -27.548 -4.042  0.35
O: -11.414 -16.960 -6.403  -0.55
C: -10.716 -16.297 -7.188  0.80
N: -11.184 -15.228 -7.778  -0.36
C: -9.330 -16.751 -7.609  -1.06
H: -10.670 -14.727 -8.489  0.23
H: -12.152 -15.038 -7.559  0.25
H: -8.552 -16.066 -7.271  0.35
H: -9.170 -16.816 -8.686  0.33
H: -9.053 -17.680 -7.111  0.30

Properties
- total charge = +2
- LUMO (eV) = -12.773